1.
Computed, not measured: a cluster of 2 separate species, C5H13N2 in total, with ωB97M-V/def2-TZVPD.

```
! RIJCOSX wB97M-V def2-TZVPD def2/J DEFGRID3
* xyz 1 1
C 2.432 0.525 0.114
C 1.310 0.653 0.745
C -1.339 1.618 0.077
C -0.172 -1.769 0.732
C -0.243 -0.647 -1.399
N -1.263 0.323 0.582
N -0.249 -0.469 0.045
H 3.302 1.086 0.432
H 2.881 -0.042 -0.687
H 0.876 1.148 1.607
H -1.797 1.896 -0.935
H -2.052 2.264 0.790
H -0.317 2.025 0.154
H 0.599 -2.301 0.344
H 0.143 -1.640 1.719
H -1.139 -2.487 0.686
H -0.905 -1.571 -1.753
H -0.595 0.316 -1.973
H 0.707 -0.902 -1.757
H -2.178 -0.025 0.478
*
```

## Properties
LUMO (hartree): -0.1597
E_HOMO (eV): -13.938
Orbital gap (eV): 9.59

***

2.
Computed, not measured: the ion C5H13N2 with charge +1, with ωB97M-V/def2-TZVPD.

```
! RIJCOSX wB97M-V def2-TZVPD def2/J DEFGRID3
* xyz 1 1
C -1.294 -1.179 0.704
C -0.851 -0.202 -0.374
C -0.304 -1.078 -1.507
N 0.338 0.650 0.187
C 1.290 -0.068 1.056
C 0.332 2.064 0.342
N 1.048 1.447 -0.688
H -2.135 -1.612 0.239
H -0.572 -1.901 1.172
H -1.699 -0.609 1.522
H -1.747 0.438 -0.648
H 0.681 -1.418 -1.191
H -0.111 -0.630 -2.440
H -0.807 -1.962 -1.655
H 2.258 0.576 0.971
H 0.944 -0.170 1.984
H 1.428 -1.063 0.508
H 1.025 2.488 1.153
H -0.539 2.691 0.299
H 0.716 1.537 -1.636
*
```

## Properties
SMILES: CC(C)[N@+]1(C)CN1
LUMO (hartree): -0.0983
E_HOMO (eV): -15.494
Orbital gap (eV): 12.82

***

3.
Computed, not measured: the ion C5H13N2 with charge +1, with ωB97M-V/def2-TZVPD.

```
! RIJCOSX wB97M-V def2-TZVPD def2/J DEFGRID3
* xyz 1 3
C 0.317 -0.592 1.457
C -1.001 2.401 -0.130
C 2.022 -0.879 -0.266
C -0.266 -1.663 -0.854
C -1.186 0.933 0.191
N 0.115 0.358 0.469
N 0.589 -0.945 0.026
H 1.192 -0.415 1.976
H -0.649 -1.074 1.704
H -0.315 2.698 -0.812
H -1.910 2.818 -0.392
H -0.667 3.130 0.600
H 2.221 -0.460 -1.161
H 2.424 -0.216 0.429
H 2.323 -1.870 -0.140
H -0.527 -0.993 -1.805
H 0.244 -2.647 -1.103
H -1.330 -1.829 -0.437
H -1.914 0.809 0.956
H -1.681 0.437 -0.708
*
```

## Properties
LUMO (spin up / spin down) (hartree): -0.0972 / -0.2772
E_HOMO (spin up / spin down) (eV): -8.694 / -15.990
<S²>: 2.008
Orbital gap (spin up / spin down) (eV): 6.05 / 8.45

***

4.
Computed, not measured: the ion C5H13N2 with charge +2, with ωB97M-V/def2-TZVPD.

```
! RIJCOSX wB97M-V def2-TZVPD def2/J DEFGRID3
* xyz 2 2
C 0.052 -0.730 2.333
C 0.603 0.331 1.404
C 0.820 -0.217 -0.064
C -0.444 -0.281 -0.859
C -0.480 0.001 -2.140
N -1.719 0.022 -2.949
N 1.807 0.877 1.910
H 0.817 -1.482 2.519
H -0.237 -0.333 3.316
H -0.894 -1.155 1.997
H -0.094 1.180 1.214
H 1.518 0.453 -0.555
H 1.241 -1.226 0.018
H -1.375 -0.650 -0.439
H 0.388 0.396 -2.656
H -2.281 -0.831 -2.858
H -2.333 0.783 -2.639
H -1.490 0.190 -3.933
H 1.847 0.996 2.936
H 2.253 1.677 1.445
*
```

## Properties
LUMO (spin up / spin down) (hartree): -0.2510 / -0.4278
E_HOMO (spin up / spin down) (eV): -18.881 / -18.906
<S²>: 0.755
Orbital gap (spin up / spin down) (eV): 12.05 / 7.27

***

5.
Computed, not measured: a structure of composition C5H13N2O, with ωB97M-V/def2-TZVPD.

```
! RIJCOSX wB97M-V def2-TZVPD def2/J DEFGRID3
* xyz -1 1
N -0.270 1.823 -0.699
C -0.256 0.535 -0.106
C -0.488 0.360 1.261
C -0.733 1.623 2.116
O 0.150 2.606 1.865
C -0.147 -0.696 -0.970
N 0.468 -1.745 -0.263
C 0.232 -2.947 -0.942
H -1.282 1.946 -0.721
H 0.195 2.437 -0.010
H 0.719 0.530 0.888
H -0.657 -0.683 1.516
H 2.162 1.206 -1.239
H -1.810 1.846 1.879
H -0.685 1.304 3.162
H 0.366 -0.359 -1.874
H -1.202 -0.929 -1.264
H 2.852 1.235 -0.951
H 0.628 -3.860 -0.491
H -0.833 -3.214 -1.150
H 0.591 -3.020 -2.009
*
```

## Properties
LUMO (hartree): 0.1449
E_HOMO (eV): -2.451
Orbital gap (eV): 6.39

***

6.
Computed, not measured: a structure of composition C5H13N2O, with ωB97M-V/def2-TZVPD.

```
! RIJCOSX wB97M-V def2-TZVPD def2/J DEFGRID3
* xyz -1 1
N -1.579 -1.742 -1.228
C -2.554 0.173 0.505
C -1.282 0.052 1.007
N -0.030 0.569 0.506
C 0.860 1.113 1.512
C 0.579 -0.527 -0.211
C 1.673 0.042 -1.175
O 2.740 0.784 -0.714
H -2.140 -0.896 -1.502
H -2.307 -2.461 -1.230
H -2.859 0.742 -0.339
H -3.359 -0.237 1.103
H -1.111 -0.329 2.020
H -1.706 -0.937 0.174
H 1.005 0.361 2.327
H 1.863 1.333 1.066
H 0.400 2.028 1.943
H -0.202 -0.921 -0.879
H 0.888 -1.402 0.423
H 2.036 -0.900 -1.681
H 1.128 0.620 -1.935
*
```

## Properties
LUMO (hartree): 0.1128
E_HOMO (eV): -2.139
Orbital gap (eV): 5.21

***

In order of appearance, ΔE to the lowest compared entry with this formula, charge and spin = 6.449 4.497 5.245 1.676 5.538 6.499 eV.
In order of appearance, DFT total energy = -8364.361 -8366.313 -8359.529 -8356.744 -10418.161 -10417.200 eV.